A structure of composition C36H54NiO4P3SSi. Source: the Open Molecules 2025 dataset; level of theory: ωB97M-V/def2-TZVPD.

Its frontier orbital gap (alpha / beta) is 0.264 / 0.240 Eh. The spin multiplicity is 1. The charge is -1. The LUMO energy (alpha / beta) is 2.5 / 2.5 eV.

CARTESIAN COORDINATES (ANGSTROEM)
1 Ni -0.82306 -0.77961 -0.69550
2 C 5.62314 1.01516 -1.02332
3 C 4.17650 0.93599 -1.50173
4 C 3.51884 2.29730 -1.31125
5 P 3.03961 -0.41230 -0.78370
6 C 4.25624 -1.84529 -0.87752
7 C 4.40449 -2.27153 -2.33629
8 C 3.78099 -3.01861 -0.02137
9 C 3.11754 -0.03294 1.01812
10 C 4.30789 -0.17991 1.73112
11 C 4.38770 0.12118 3.07882
12 C 3.26187 0.55001 3.75448
13 C 2.06044 0.66725 3.08009
14 C 1.94876 0.40450 1.71099
15 Si 0.21935 0.49130 0.85647
16 C -1.13054 0.79905 2.23337
17 C -1.15461 1.88629 3.10430
18 C -2.21833 2.09848 3.97071
19 C -3.29350 1.22373 3.96666
20 C -3.29821 0.14202 3.10019
21 C -2.22476 -0.07694 2.24072
22 P -2.11791 -1.47369 1.06862
23 C -1.19094 -2.69067 2.16109
24 C -1.54367 -2.65315 3.64840
25 C -1.21414 -4.12184 1.62877
26 C -3.89577 -2.03463 0.80512
27 C -4.51461 -3.02056 1.79371
28 C -3.96606 -2.61692 -0.60885
29 C 0.23612 2.27713 0.12269
30 C 0.91832 3.32636 0.73685
31 C 0.96311 4.58761 0.16665
32 C 0.31636 4.82045 -1.03890
33 C -0.38351 3.79488 -1.65506
34 C -0.42042 2.52211 -1.08778
35 P -1.40567 1.13456 -1.77506
36 C -3.06029 2.00404 -1.66590
37 C -4.15145 1.10629 -2.24520
38 C -3.33951 2.30171 -0.19238
39 C -1.06368 1.00581 -3.59938
40 C 0.35763 0.47288 -3.78797
41 C -1.30245 2.22419 -4.48768
42 H 6.11881 1.85402 -1.52032
43 H 6.18713 0.11526 -1.26658
44 H 5.66690 1.19108 0.05127
45 H 4.18240 0.69897 -2.57228
46 H 3.47634 2.54649 -0.24982
47 H 2.50127 2.30563 -1.69156
48 H 4.08250 3.07915 -1.82752
49 H 5.22434 -1.50509 -0.49407
50 H 3.47043 -2.70747 -2.68991
51 H 5.19394 -3.02198 -2.42487
52 H 4.65961 -1.43088 -2.98768
53 H 2.81721 -3.36851 -0.37998
54 H 3.67051 -2.73574 1.02750
55 H 4.49695 -3.84242 -0.09010
56 H 5.19376 -0.55121 1.23367
57 H 5.32939 0.01235 3.60367
58 H 3.32442 0.79027 4.80949
59 H 1.17606 0.97846 3.62381
60 H -0.33183 2.59132 3.09466
61 H -2.21413 2.94732 4.64411
62 H -4.13142 1.38723 4.63345
63 H -4.14836 -0.52911 3.09685
64 H -0.16678 -2.31502 2.03754
65 H -2.55790 -3.00584 3.83476
66 H -1.44711 -1.65108 4.06350
67 H -0.85478 -3.30983 4.18506
68 H -2.11818 -4.64944 1.93377
69 H -0.35531 -4.66793 2.02512
70 H -1.14434 -4.14115 0.54403
71 H -4.46668 -1.09622 0.81981
72 H -4.05200 -3.99941 1.68933
73 H -5.57841 -3.13015 1.56709
74 H -4.42035 -2.69899 2.83058
75 H -3.36565 -3.52211 -0.69223
76 H -3.54374 -1.92526 -1.33626
77 H -5.00086 -2.83801 -0.88674
78 H 1.43975 3.13749 1.66880
79 H 1.50174 5.39167 0.65450
80 H 0.35435 5.80015 -1.49985
81 H -0.90061 3.99951 -2.58277
82 H -3.00884 2.94744 -2.21744
83 H -4.11449 0.13284 -1.75282
84 H -4.01050 0.95122 -3.31567
85 H -5.14016 1.54158 -2.08358
86 H -3.31183 1.37375 0.38133
87 H -4.32157 2.76267 -0.06534
88 H -2.58681 2.96850 0.22686
89 H -1.75468 0.20631 -3.89050
90 H 1.08975 1.17552 -3.38366
91 H 0.56974 0.31710 -4.84844
92 H 0.47101 -0.48764 -3.28752
93 H -0.50173 2.95501 -4.37246
94 H -2.25815 2.70946 -4.28200
95 H -1.30837 1.90489 -5.53209
96 O -1.31445 -1.82189 -2.38407
97 S -0.45256 -2.95711 -1.89007
98 O -1.28978 -4.08405 -1.48865
99 O 0.28029 -2.43553 -0.66192
100 O 0.51199 -3.32536 -2.91486